[1]
Computed, not measured: a molecular structure, C22H52AlF3NO4 in a non-equilibrium geometry, with ωB97M-V/def2-TZVPD.

```
83
Properties=species:S:1:pos:R:3:forces:R:3
C -2.948 2.798 2.958 0.5 0.0 0.0
C -2.422 1.682 2.042 -0.3 0.2 0.1
C -3.554 1.051 1.197 0.2 0.2 0.1
C -3.498 1.384 -0.306 -0.2 -0.4 0.4
C -4.162 0.318 -1.182 -0.4 0.1 -0.4
C -3.961 0.494 -2.715 0.1 0.1 0.4
Al -2.589 1.829 -3.370 0.0 0.2 -0.3
C -3.033 3.783 -2.995 0.2 0.0 0.1
C -2.379 4.356 -1.713 -0.1 -0.3 -0.8
C -1.689 5.670 -1.805 -0.4 -0.2 -0.2
F -2.484 6.773 -1.835 -0.1 0.2 1.0
C -0.383 5.870 -1.769 0.0 0.1 0.1
F 0.254 6.843 -1.122 0.0 0.9 -0.7
F 0.491 5.080 -2.354 0.5 -0.9 0.6
N -0.865 1.484 -2.663 -0.2 -0.5 -0.3
C -0.664 0.144 -2.108 0.3 0.0 0.5
C 0.163 0.146 -0.802 0.0 0.6 -0.3
C 1.671 -0.041 -1.007 0.1 0.0 0.3
C 2.351 -0.599 0.255 0.0 -0.1 -0.1
H -3.667 3.428 2.428 0.0 0.0 0.1
H -3.406 2.384 3.860 -0.2 0.1 -0.1
H -2.128 3.447 3.280 -0.1 0.0 0.1
H -1.947 0.909 2.649 0.1 0.1 0.0
H -1.643 2.108 1.404 -0.1 -0.1 -0.1
H -3.539 -0.035 1.329 0.0 0.0 -0.1
H -4.500 1.411 1.622 -0.1 -0.2 -0.1
H -4.045 2.316 -0.481 0.3 0.1 -0.1
H -2.448 1.527 -0.576 -0.1 0.0 -0.2
H -3.862 -0.692 -0.871 0.2 0.1 0.1
H -5.239 0.374 -0.962 0.1 -0.2 0.1
H -3.727 -0.482 -3.159 0.0 0.1 -0.1
H -4.921 0.795 -3.158 0.1 0.0 -0.1
H -2.520 1.699 -5.015 0.0 0.0 0.0
H -4.114 3.961 -3.009 0.0 0.1 0.0
H -2.609 4.326 -3.849 -0.1 0.0 0.0
H -3.137 4.487 -0.930 0.1 0.1 0.1
H -1.645 3.648 -1.313 0.0 0.0 0.0
H -0.198 1.587 -3.421 0.0 0.2 0.1
H -1.623 -0.330 -1.869 0.0 0.0 -0.2
H -0.135 -0.513 -2.811 -0.2 -0.1 -0.1
H -0.224 -0.576 -0.072 0.1 -0.2 -0.1
H 0.010 1.148 -0.386 -0.1 -0.2 0.3
H 2.134 0.919 -1.252 -0.1 0.0 -0.2
H 1.844 -0.719 -1.847 0.0 0.1 0.1
H 2.424 -1.688 0.182 -0.1 0.0 0.2
H 1.753 -0.360 1.139 0.1 0.0 0.0
H 3.369 -0.225 0.401 0.0 0.0 0.0
C -2.031 -3.887 3.158 0.0 0.0 0.0
C -2.559 -2.465 3.085 0.0 0.0 -0.3
O -1.627 -1.574 2.489 0.1 -0.1 0.2
H -1.101 -3.918 3.725 0.0 0.0 0.0
H -2.757 -4.551 3.633 0.0 0.0 0.0
H -1.814 -4.270 2.160 0.0 0.0 0.0
H -2.755 -2.077 4.085 0.0 0.0 0.0
H -3.498 -2.436 2.520 -0.1 0.0 0.1
H -1.455 -1.879 1.590 0.1 0.1 0.0
C 3.151 -2.798 3.558 0.0 0.0 -0.1
C 1.926 -3.669 3.758 0.1 -0.1 -0.1
O 1.420 -4.193 2.534 0.0 0.0 0.0
H 2.923 -1.970 2.890 0.0 0.1 0.0
H 3.501 -2.395 4.511 0.0 0.0 0.0
H 3.967 -3.370 3.109 0.0 0.0 0.0
H 1.111 -3.088 4.191 0.0 0.0 0.0
H 2.158 -4.495 4.441 0.0 0.1 0.1
H 2.113 -4.722 2.125 0.0 0.1 0.0
C 2.164 -3.630 -5.534 0.0 0.1 0.0
C 2.557 -2.970 -4.225 -0.1 -0.2 0.0
O 1.443 -2.397 -3.559 0.1 -0.1 -0.1
H 1.683 -2.905 -6.192 0.0 0.0 0.0
H 3.036 -4.044 -6.044 0.0 0.0 0.0
H 1.452 -4.441 -5.359 0.0 0.0 0.0
H 3.253 -2.151 -4.402 0.0 0.0 0.0
H 3.048 -3.699 -3.569 0.1 0.0 0.0
H 0.808 -3.097 -3.372 0.0 0.1 0.0
C 6.548 1.187 2.857 0.0 0.0 -0.1
C 6.012 -0.214 2.629 0.2 0.0 0.0
O 6.155 -0.630 1.277 0.0 0.0 0.0
H 6.035 1.896 2.207 0.0 0.0 0.0
H 6.407 1.497 3.894 0.0 0.0 0.0
H 7.615 1.236 2.627 0.0 0.0 0.1
H 4.945 -0.256 2.842 0.0 0.0 0.0
H 6.521 -0.926 3.291 -0.1 0.0 0.1
H 7.090 -0.620 1.051 0.0 0.0 0.0
```
Positions in Å, forces in eV/Å.

Results
- energy (eV) = -48085.96449
- E_HOMO (eV) = -4.1
- charge = -1
- Kohn-Sham gap (eV) = 6.3

Atom charges from the Löwdin analysis, given in e for atoms 1 to 4: atom 1 (C): -0.1251, atom 2 (C): -0.2505, atom 3 (C): -0.2014, atom 4 (C): -0.2277

[2]
Computed, not measured: a molecular structure, C22H52BaF6N3O27P4 in a non-equilibrium geometry, with ωB97M-V/def2-TZVPD.

```
115
Properties=species:S:1:pos:R:3:forces:R:3
Ba 1.874 3.115 2.540 -0.4 -1.4 -0.3
N -0.476 0.910 0.276 -0.8 0.3 -0.3
O -0.250 1.415 -0.829 0.3 -0.1 0.4
O -1.248 -0.037 0.417 0.7 0.4 0.2
O 0.058 1.451 1.326 0.6 0.3 0.3
C -0.984 4.413 -2.163 0.0 -0.8 0.0
N -1.166 5.551 -3.103 -0.2 -0.8 -0.1
O -1.239 6.645 -2.600 0.0 0.6 0.1
O -1.214 5.299 -4.288 0.2 0.2 0.2
H 0.000 4.514 -1.716 0.0 0.1 0.1
H -1.058 3.470 -2.692 0.1 0.2 -0.3
H -1.759 4.398 -1.404 0.0 0.5 0.1
C -2.163 1.245 3.685 0.1 0.4 0.1
N -3.300 1.305 4.630 -0.1 0.7 -2.1
O -3.139 0.808 5.682 0.7 -1.5 3.2
O -4.326 1.795 4.256 -1.0 0.7 -0.7
H -2.190 0.250 3.257 0.2 0.0 -0.2
H -1.271 1.412 4.278 0.2 -0.3 0.0
H -2.296 2.027 2.953 -0.1 0.0 -0.3
C 5.727 5.551 0.173 -0.6 -0.2 0.6
O 4.940 5.140 -0.970 1.0 0.6 0.8
P 3.545 4.504 -0.809 0.5 0.0 -0.7
O 3.176 4.045 0.554 -0.4 0.0 0.8
O 2.543 5.543 -1.357 -0.9 0.3 0.4
C 2.580 5.948 -2.730 -0.5 1.5 -0.6
O 3.663 3.390 -1.861 0.1 -1.0 -0.5
C 2.674 2.351 -1.904 -0.4 -0.2 0.6
H 5.904 6.619 0.144 0.3 0.0 -0.4
H 6.613 4.931 0.201 0.3 0.2 -0.1
H 5.161 5.377 1.096 0.1 -0.1 -0.2
H 2.487 7.038 -2.762 0.1 -0.1 0.3
H 1.685 5.602 -3.242 0.2 -0.5 0.0
H 3.504 5.713 -3.246 0.0 -0.5 0.1
H 1.884 2.538 -1.172 -0.1 0.0 -0.2
H 3.143 1.416 -1.615 0.1 -0.1 -0.3
H 2.244 2.305 -2.895 0.0 -0.1 -0.2
C 1.032 -1.361 3.240 0.1 0.2 -0.3
O 0.591 -0.727 4.487 -0.7 -0.3 -1.1
P 1.630 0.120 5.232 0.3 -0.4 0.9
O 2.394 1.013 4.339 0.3 1.6 -0.7
O 0.875 0.913 6.344 -0.5 0.3 0.1
C -0.197 0.327 7.136 -0.4 -0.1 0.3
O 2.486 -0.948 5.980 0.7 0.1 0.2
C 3.345 -0.564 7.090 -0.3 -0.2 -0.1
H 0.240 -1.278 2.501 -0.4 -0.3 0.4
H 1.334 -2.369 3.482 -0.1 -0.2 -0.2
H 1.866 -0.821 2.780 0.1 0.0 0.4
H -1.136 0.770 6.814 0.1 -0.1 0.0
H -0.037 0.542 8.190 0.3 0.3 -0.1
H -0.272 -0.757 7.046 0.3 0.0 -0.3
H 2.790 -0.808 7.994 0.2 0.1 0.1
H 3.616 0.491 7.082 -0.2 0.0 -0.1
H 4.255 -1.149 7.024 0.0 -0.2 0.0
C 5.396 -5.264 -3.405 0.2 0.1 -0.1
O 3.997 -4.977 -3.149 0.1 -0.2 0.2
P 3.438 -3.595 -3.659 0.4 0.0 -1.1
O 4.376 -2.487 -3.603 0.4 0.6 -0.1
O 2.934 -3.889 -5.138 -0.6 -0.8 -0.2
C 2.107 -5.082 -5.390 0.2 0.7 -0.2
O 2.131 -3.377 -2.830 -0.8 -0.3 0.9
C 1.500 -2.084 -2.823 0.7 0.3 -0.2
H 5.886 -4.524 -4.039 -0.3 0.2 0.1
H 5.479 -6.220 -3.917 -0.2 -0.1 0.2
H 5.921 -5.272 -2.453 -0.1 -0.2 0.0
H 2.714 -5.981 -5.289 -0.1 0.1 0.1
H 1.738 -5.006 -6.412 0.3 0.1 0.0
H 1.218 -5.108 -4.752 0.4 0.0 0.2
H 0.500 -2.194 -3.214 -0.3 0.0 0.0
H 2.078 -1.376 -3.426 -0.2 -0.2 -0.1
H 1.506 -1.670 -1.815 -0.2 -0.3 0.1
C -0.002 -7.340 2.653 -0.7 0.4 0.1
O 0.900 -6.263 2.963 0.0 -0.6 0.8
P 1.285 -5.204 1.914 -0.4 -0.4 -1.3
O 2.210 -4.172 2.355 0.4 0.4 0.2
O 1.725 -6.087 0.670 0.9 0.8 -0.9
C 2.585 -5.460 -0.361 0.1 -0.7 0.6
O -0.135 -4.658 1.428 -0.1 0.0 0.4
C -0.124 -3.545 0.568 -0.5 1.4 -0.6
H -0.973 -7.071 3.067 0.0 -0.1 0.0
H 0.339 -8.249 3.130 0.3 0.0 0.0
H -0.101 -7.452 1.577 0.1 -0.2 0.0
H 2.372 -5.913 -1.327 -0.2 -0.2 0.2
H 3.612 -5.694 -0.069 -0.1 0.2 -0.2
H 2.444 -4.386 -0.471 -0.1 -0.1 0.3
H 0.791 -2.953 0.650 0.1 -0.2 0.1
H -0.934 -2.860 0.831 -0.1 -0.2 0.2
H -0.286 -3.784 -0.488 0.2 -0.5 0.1
C -3.060 0.870 -2.724 -0.2 -0.2 0.3
C -2.164 1.332 -3.835 1.1 -1.2 -0.2
O -2.679 2.534 -4.393 1.3 0.9 1.6
C -3.483 2.389 -5.393 -0.7 2.2 0.2
O -3.713 1.400 -5.954 -0.9 -3.0 -2.0
C -4.201 3.703 -5.761 -0.4 -0.3 0.6
F -3.894 4.077 -6.977 0.2 0.2 -1.1
F -5.530 3.521 -5.683 0.1 -0.1 -0.1
F -3.883 4.675 -4.933 0.1 0.8 0.6
H -3.028 1.587 -1.903 -0.1 0.1 0.0
H -2.748 -0.083 -2.305 0.3 -0.1 -0.1
H -4.088 0.733 -3.061 0.0 0.2 -0.1
H -1.989 0.590 -4.623 -0.7 0.0 0.0
H -1.135 1.483 -3.495 -0.3 0.7 0.3
C -4.376 -0.649 1.274 -0.2 -1.1 0.0
C -4.543 0.796 0.948 0.6 0.2 -1.3
O -5.705 1.349 1.519 0.3 0.8 2.0
C -6.880 1.155 0.997 -0.1 0.2 0.1
O -7.083 0.748 -0.092 -0.5 -0.7 -1.6
C -8.060 1.517 1.927 0.7 1.0 -0.2
F -8.715 2.578 1.444 0.1 0.3 -0.2
F -8.892 0.519 1.955 -0.9 -1.3 0.1
F -7.676 1.800 3.162 0.2 0.1 0.5
H -5.291 -1.240 1.188 -0.2 0.4 0.0
H -4.007 -0.778 2.291 0.1 -0.1 0.0
H -3.710 -1.135 0.562 0.3 0.2 0.2
H -4.528 0.981 -0.128 -0.3 -0.1 0.0
H -3.701 1.351 1.346 -0.1 0.3 0.2
```
Positions in Å, forces in eV/Å.

Results
- energy above the lowest of the compared OMol25 structures with the same formula, charge and spin (eV) = 0.0000
- energy (eV) = -137561.43904
- E_HOMO (eV) = -12.4
- charge = +1
- Kohn-Sham gap (eV) = 8.3

Atom charges from the Löwdin analysis, given in e for atoms 1 to 4: atom 1 (Ba): 1.9823, atom 2 (N): -0.5566, atom 3 (O): -0.0099, atom 4 (O): 0.0181